# 1
Below is a molecular structure, C40H35BrFN6O6Rh, with properties calculated with the ωB97M-V functional and the def2-TZVPD basis.

Element x y z (Å)
Rh 0.4989 -2.6845 -1.5303
F 1.6055 1.9625 3.3714
C 0.5345 1.1574 3.2501
C 0.5418 0.1296 2.3478
C -0.5499 -0.7140 2.2440
C -0.5221 -1.7542 1.1738
O 0.5210 -1.9133 0.5608
C -1.7642 -2.4488 0.9705
C -2.7266 -2.3072 1.9080
N -2.6770 -1.4900 3.0165
C -3.6018 -1.8392 4.0858
C -3.3795 -1.5356 5.5311
C -4.5220 -0.8862 4.7826
C -1.6493 -0.5743 3.1018
C -1.6745 0.5399 3.9575
C -0.5904 1.3812 4.0314
N -0.7220 2.5527 4.9113
C 0.0766 3.7908 4.6231
C -0.5704 4.9279 5.4565
N -1.7890 4.4062 6.0800
C -1.4790 3.3847 7.0845
C -0.6376 2.2880 6.3884
C -2.1433 -3.3338 -0.2369
O -3.1559 -4.0083 -0.0947
O -1.4593 -3.2162 -1.2984
H 1.3949 -0.0436 1.6989
H -3.6288 -2.8949 1.7843
H -4.0221 -2.8118 3.8846
H -2.5274 -0.9330 5.8084
H -3.5994 -2.3207 6.2404
H -4.4768 0.1688 4.5490
H -5.5260 -1.2319 4.9860
H -2.5541 0.7777 4.5408
H 0.0474 3.9771 3.5534
H 1.1069 3.6158 4.9085
H -0.8391 5.7555 4.8046
H 0.1449 5.2983 6.1973
H -1.6890 2.8942 4.7982
H -2.3444 5.1514 6.4753
H -2.4161 2.9679 7.4495
H -0.9232 3.7838 7.9381
H -1.0072 1.2857 6.5838
H 0.4114 2.3279 6.6728
Br 0.6159 2.1722 -8.6826
C 1.2685 2.6853 -6.9811
C 1.1415 3.9983 -6.5647
C 1.6166 4.3637 -5.3162
C 2.2249 3.4361 -4.4678
C 2.3551 2.1125 -4.9236
C 1.8743 1.7404 -6.1673
N 2.6817 3.9683 -3.2411
N 3.3365 3.2583 -2.3867
C 2.9723 2.0099 -1.9995
C 3.9763 1.1903 -1.4567
C 3.8192 -0.1706 -1.2932
C 2.5969 -0.8034 -1.5908
O 2.4493 -2.0679 -1.5898
C 1.4685 0.0763 -1.8888
N 0.2568 -0.5227 -1.9556
C -0.8138 0.1971 -2.1898
C -0.7479 1.5840 -2.3878
C 0.4729 2.2046 -2.3666
C 1.6374 1.4517 -2.1090
H 0.6838 4.7320 -7.2146
H 1.5326 5.3884 -4.9760
H 2.8479 1.3715 -4.3144
H 1.9683 0.7162 -6.5032
H 4.9346 1.6583 -1.2635
H 4.6431 -0.7913 -0.9656
H -1.7560 -0.3398 -2.2206
H -1.6564 2.1459 -2.5604
H 0.5507 3.2681 -2.5412
C 2.7482 -6.1736 -1.8393
O 2.0951 -4.9416 -2.1439
C 1.1916 -4.5135 -1.2276
O 0.9143 -5.1938 -0.2585
H 3.1855 -6.5188 -2.7731
H 2.0396 -6.9035 -1.4544
H 3.5311 -6.0089 -1.0976
C -0.2915 -3.4379 -6.1987
C -0.8190 -4.3042 -5.2482
C -0.5243 -4.1403 -3.9003
C 0.3045 -3.1047 -3.4687
C 0.8551 -2.2637 -4.4360
C 0.5599 -2.4236 -5.7869
H -0.5461 -3.5483 -7.2461
H -1.4782 -5.1085 -5.5557
H -0.9618 -4.8149 -3.1755
H 1.5408 -1.4741 -4.1451
H 0.9876 -1.7433 -6.5162

Output
HOMO (spin up / spin down)	-6.24 / -6.09	eV
max |F|	2.0	eV/Å
lowest unoccupied orbital energy (spin up / spin down)	-1.20 / -1.20	eV
energy relative to the best compared isomer or geometry (same formula, charge and spin)	25.46	kcal per mole
Kohn-Sham gap (spin up / spin down)	0.1852 / 0.1796	hartree
DFT total energy	-5109.5308	a.u.

---

# 2
Below is a molecular structure, C40H35ClN7O7PbS, with properties calculated with the ωB97M-V functional and the def2-TZVPD basis.

Element x y z (Å)
Pb 0.6513 1.2964 -0.8519
Cl -7.3646 -0.3080 -2.6067
C -5.6422 -0.4329 -2.3046
C -5.1041 -1.3920 -1.4042
C -3.8284 -1.3922 -1.1009
C -2.8772 -0.4614 -1.6265
O -1.6390 -0.6857 -1.4235
C -3.4522 0.5533 -2.4090
C -2.7454 1.7935 -2.7356
O -1.5664 2.1152 -2.4797
C -4.8619 0.5586 -2.7039
H -5.7489 -2.2267 -1.0812
H -3.4013 -2.2282 -0.4811
H -3.2174 2.5202 -3.3717
H -5.2292 1.4095 -3.3125
C -2.8253 6.0337 -0.8785
C -1.4857 5.4978 -0.3628
C -1.3729 5.0848 0.9324
C -0.2436 4.4160 1.4245
C 0.8769 4.2597 0.6228
C 0.7536 4.7601 -0.6792
C -0.3701 5.3817 -1.2168
S 2.3429 3.3244 1.2071
O 1.9400 2.5478 2.3525
O 3.3875 4.2848 1.4339
N 2.6622 2.3534 -0.0268
C 3.5932 2.8046 -0.9979
C 2.8875 2.7701 -2.4034
O 3.1426 3.6858 -3.2089
O 2.0789 1.7630 -2.5774
H -2.7300 6.9957 -1.4041
H -3.4694 6.1795 -0.0187
H -3.1857 5.2748 -1.5569
H -2.2459 5.2747 1.5402
H -0.2383 4.1622 2.4538
H 1.6559 4.6221 -1.2865
H -0.5050 5.5772 -2.2610
H 4.4455 2.1452 -1.0992
H 3.9452 3.7709 -0.7300
C 3.0019 -4.4393 2.5371
C 2.7865 -3.1017 3.1477
C 2.0717 -3.0240 4.3629
C 1.7637 -1.7868 4.9041
C 2.0479 -0.6404 4.1606
N 1.8292 0.6857 4.7336
C 0.6672 1.1893 5.1982
O 0.5763 2.2840 5.8555
N -0.5301 0.4972 5.0062
C -0.8210 -0.2664 3.9003
C -1.4677 -1.5227 4.0030
C -1.6938 -2.2614 2.8737
C -1.2306 -1.7778 1.6800
N -0.7499 -0.5222 1.5308
C -0.4877 0.1750 2.6224
C 2.6523 -0.7050 2.9365
C 3.0423 -1.9417 2.4607
H 4.0957 -4.7005 2.6634
H 2.7215 -4.5999 1.4817
H 2.4096 -5.2328 3.0398
H 1.6899 -3.8702 4.8951
H 1.4206 -1.7034 5.9393
H 2.5091 1.4428 4.4448
H -1.2449 1.0869 5.3700
H -1.7756 -1.8035 5.0288
H -2.1320 -3.2545 2.9039
H -1.2793 -2.2781 0.7481
H -0.0781 1.1893 2.4139
H 2.8791 0.1751 2.3884
H 3.6478 -1.9414 1.5274
C 3.9033 -2.1170 -1.7412
C 3.2503 -0.9712 -1.3260
N 1.9103 -0.8780 -1.2800
C 1.2064 -1.9237 -1.6471
C 1.7462 -3.1247 -2.0007
C 3.1594 -3.2429 -2.0616
C 0.9745 -4.3610 -2.2878
C -0.2122 -4.4829 -2.9302
C -0.8786 -3.4010 -3.7447
C -2.2272 -3.6282 -4.1712
C -2.8449 -2.4665 -4.7226
N -2.2160 -1.2999 -4.7904
C -0.9747 -1.1857 -4.3512
N -0.2845 -2.2353 -3.9189
H 4.9642 -2.1365 -1.7252
H 3.7395 -0.0570 -1.1192
H 0.1342 -1.6877 -1.5164
H 3.6540 -4.1728 -2.3898
H 1.3986 -5.2844 -1.8117
H -0.6967 -5.4665 -2.9418
H -2.7157 -4.5797 -4.1143
H -3.8241 -2.5334 -5.1518
H -0.5012 -0.2050 -4.3807

Output
HOMO	-5.12	eV
max |F|	4.0	eV/Å
lowest unoccupied orbital energy	1.66	eV
energy relative to the best compared isomer or geometry (same formula, charge and spin)	45.39	kcal per mole
Kohn-Sham gap	0.2492	hartree
charge	-1
DFT total energy	-3506.5660	a.u.

---

# 3
Below is a molecular structure, C40H35F9NOP2S2Zr, with properties calculated with the ωB97M-V functional and the def2-TZVPD basis.

Element x y z (Å)
Zr 1.8391 -0.0087 -0.4630
C -2.2496 0.9652 -0.7504
N -2.3291 0.2469 0.4996
C -1.6538 0.9181 1.5745
P 0.1137 0.3801 1.8468
C -0.1911 -1.2230 2.6561
C 0.0146 -1.4771 4.0091
C -0.3294 -2.7090 4.5489
C -0.8659 -3.7009 3.7418
C -1.0425 -3.4665 2.3846
C -0.7023 -2.2375 1.8434
C 0.5033 1.6178 3.1225
C 1.4390 2.6178 2.8706
C 1.6325 3.6479 3.7814
C 0.8876 3.6951 4.9484
C -0.0690 2.7189 5.1970
C -0.2678 1.6935 4.2879
C -3.3872 -0.6672 0.7346
C -4.0139 -0.7882 1.9745
C -5.0133 -1.7308 2.1688
C -5.4172 -2.5662 1.1404
C -4.7980 -2.4478 -0.0944
C -3.7897 -1.5189 -0.2956
P -0.6831 0.6321 -1.6932
C -1.1579 -0.8129 -2.6800
C -2.1878 -0.7654 -3.6218
C -2.5893 -1.9161 -4.2783
C -1.9803 -3.1331 -3.9934
C -0.9652 -3.1958 -3.0519
C -0.5568 -2.0380 -2.4048
C -0.6013 2.0977 -2.7529
C -0.3004 3.2953 -2.0994
C -0.2257 4.4822 -2.8072
C -0.4556 4.4846 -4.1773
C -0.7419 3.2976 -4.8325
C -0.8059 2.1041 -4.1269
H -2.3058 2.0456 -0.5772
H -3.0839 0.7096 -1.4039
H -2.1384 0.7428 2.5303
H -1.6451 2.0038 1.4284
H 0.4478 -0.7233 4.6520
H -0.1700 -2.8926 5.6034
H -1.1361 -4.6584 4.1668
H -1.4510 -4.2382 1.7453
H -0.8523 -2.0690 0.7823
H 2.0364 2.5910 1.9704
H 2.3696 4.4122 3.5735
H 1.0439 4.4940 5.6609
H -0.6667 2.7586 6.0979
H -1.0301 0.9528 4.4936
H -3.7514 -0.1524 2.8072
H -5.4849 -1.7994 3.1404
H -6.1991 -3.2959 1.2981
H -5.0876 -3.0937 -0.9136
H -3.2979 -1.4826 -1.2574
H -2.6907 0.1704 -3.8389
H -3.3848 -1.8664 -5.0099
H -2.2998 -4.0300 -4.5071
H -0.4881 -4.1386 -2.8204
H 0.2359 -2.1246 -1.6652
H -0.1120 3.3068 -1.0289
H 0.0134 5.4032 -2.2927
H -0.4025 5.4111 -4.7329
H -0.9046 3.2930 -5.9020
H -0.9978 1.1828 -4.6619
C 3.6032 0.0506 3.5162
C 3.3302 -0.3809 2.0958
S 3.6246 0.8591 0.8630
C 2.9406 -1.6386 1.7794
C 2.7806 -2.7400 2.7862
S 2.6571 -2.1943 0.1184
H 4.0209 1.0545 3.5370
H 4.3161 -0.6230 3.9934
H 2.6928 0.0606 4.1186
H 2.8157 -2.3719 3.8086
H 3.5842 -3.4680 2.6494
H 1.8369 -3.2643 2.6376
F 3.2865 3.0759 -3.2773
C 3.1973 2.0353 -4.1016
F 4.2239 2.0725 -4.9509
F 2.0752 2.1686 -4.8112
C 3.1909 0.7088 -3.2740
O 2.3889 0.8828 -2.1666
C 4.6539 0.3995 -2.8169
F 5.4579 0.0795 -3.8221
F 4.6461 -0.6246 -1.9542
F 5.1539 1.4615 -2.1840
C 2.6187 -0.4703 -4.1044
F 1.3501 -0.2413 -4.4508
F 2.6086 -1.5794 -3.3363
F 3.3203 -0.7171 -5.1998

Output
HOMO	-10.46	eV
max |F|	0.6	eV/Å
lowest unoccupied orbital energy	-3.29	eV
energy relative to the best compared isomer or geometry (same formula, charge and spin)	0.00	kcal per mole
Kohn-Sham gap	0.2637	hartree
charge	+1
DFT total energy	-4100.1480	a.u.

---

# 4
Below is a molecular structure, C40H36BaN2O7PSbTe, with properties calculated with the ωB97M-V functional and the def2-TZVPD basis.

Element x y z (Å)
Ba 0.7335 -0.6242 -0.6281
O 1.0573 3.3204 -3.3419
C 0.7122 2.3548 -2.6550
O 1.3664 1.8064 -1.7087
C -0.6856 1.7839 -2.9311
C -1.5227 2.3376 -3.8900
C -2.8115 1.8369 -4.0063
C -3.2475 0.8396 -3.1477
C -2.3582 0.3529 -2.2002
N -1.1179 0.8212 -2.1276
C -2.7917 -0.6298 -1.1024
O -3.9491 -1.0607 -1.1744
O -1.9283 -0.8561 -0.2015
H -1.1515 3.1442 -4.5057
H -3.4853 2.2463 -4.7511
H -4.2501 0.4378 -3.1787
C 4.3320 -4.1922 -0.9984
C 4.4273 -4.7911 0.2468
C 3.9314 -4.1261 1.3511
C 3.3692 -2.8485 1.2079
N 3.2212 -2.3100 -0.0145
C 3.6884 -2.9668 -1.0739
C 2.9313 -2.0515 2.3901
C 3.5280 -2.3201 3.6321
C 3.1858 -1.5846 4.7545
C 2.2579 -0.5571 4.6260
C 1.6987 -0.2870 3.3827
C 1.9932 -1.0149 2.2126
H 4.7036 -4.6720 -1.8954
H 4.8721 -5.7745 0.3537
H 3.9628 -4.5879 2.3268
H 3.5079 -2.5016 -2.0349
H 4.2946 -3.0834 3.7240
H 3.6558 -1.7891 5.7104
H 1.9921 0.0445 5.4915
H 1.0245 0.5670 3.3198
C -3.0261 5.1791 -1.8946
C -3.6772 4.1072 -1.2989
C -2.9881 3.2688 -0.4337
C -1.6442 3.5022 -0.1448
C -0.9953 4.5717 -0.7579
C -1.6839 5.4059 -1.6293
Sb -0.5522 2.1090 1.0442
C -1.9263 2.0927 2.6949
C -2.0154 0.9249 3.4511
C -2.8763 0.8494 4.5395
C -3.6654 1.9379 4.8806
C -3.5965 3.1028 4.1262
C -2.7338 3.1763 3.0408
C 0.8360 3.5491 1.8259
C 0.6217 4.3396 2.9523
C 1.5876 5.2444 3.3747
C 2.7779 5.3728 2.6713
C 3.0007 4.5919 1.5460
C 2.0383 3.6804 1.1277
H -3.5597 5.8221 -2.5851
H -4.7171 3.9048 -1.5264
H -3.4997 2.4167 0.0024
H 0.0603 4.7414 -0.5805
H -1.1589 6.2164 -2.1198
H -1.4171 0.0612 3.1823
H -2.9359 -0.0669 5.1143
H -4.3409 1.8773 5.7259
H -4.2199 3.9523 4.3808
H -2.6963 4.0845 2.4480
H -0.3007 4.2443 3.5142
H 1.4106 5.8503 4.2563
H 3.5310 6.0787 3.0021
H 3.9260 4.6870 0.9910
H 2.2126 3.0832 0.2367
C -2.4906 -5.4160 -2.5291
C -2.3570 -3.9254 -2.2771
O -0.9978 -3.5665 -2.0229
P 0.0970 -3.2652 -3.1733
O 1.1730 -2.5294 -2.4271
Te -0.8157 -2.2436 -5.1116
O 0.6040 -4.7427 -3.6096
C 1.3569 -5.5228 -2.6819
C 2.6145 -6.0079 -3.3731
H -3.5453 -5.6863 -2.6165
H -2.0539 -5.9811 -1.7027
H -1.9824 -5.6942 -3.4540
H -2.9139 -3.6095 -1.3962
H -2.7260 -3.3528 -3.1310
H 0.7349 -6.3693 -2.3743
H 1.6021 -4.9312 -1.7980
H 2.3556 -6.5605 -4.2771
H 3.1859 -6.6624 -2.7104
H 3.2351 -5.1565 -3.6547

Output
HOMO	-2.34	eV
max |F|	0.6	eV/Å
lowest unoccupied orbital energy	4.07	eV
energy relative to the best compared isomer or geometry (same formula, charge and spin)	0.00	kcal per mole
Kohn-Sham gap	0.2355	hartree
charge	-2
DFT total energy	-3057.4744	a.u.

---

# 5
Below is a molecular structure, C40H36Br3F3N3O4TeW, with properties calculated with the ωB97M-V functional and the def2-TZVPD basis.

Element x y z (Å)
W 1.7360 -1.1170 1.5468
Br 4.0286 -4.4315 5.1893
C 4.6251 -2.7483 4.4491
C 5.8186 -2.2535 5.0159
C 6.1722 -0.9742 4.5944
Br 7.8829 -0.3671 5.1980
C 5.4569 -0.1620 3.7313
C 5.7857 1.1498 3.3074
C 4.8953 1.8818 2.5772
C 3.6670 1.2920 2.2030
N 3.3655 0.0103 2.4735
C 4.2764 -0.7045 3.2011
C 3.8887 -2.0455 3.4950
O 2.8347 -2.4021 2.8393
H 6.3255 -2.9371 5.7044
H 6.7132 1.5884 3.4039
H 5.1817 2.8409 2.2006
H 2.9166 1.8912 1.7477
Br 1.3718 -1.2373 5.2649
C 0.1537 -2.2640 4.3182
C -0.8668 -2.8774 5.0187
C -1.9404 -3.4368 4.3376
C -1.9088 -3.4625 2.9445
C -0.8173 -2.8448 2.3321
N 0.1877 -2.2831 2.9713
C -0.7890 -2.6236 0.7753
O -1.5418 -3.1951 0.0453
O 0.1720 -1.8691 0.3667
H -0.9401 -2.8929 6.1037
H -2.7350 -3.7914 4.9022
H -2.7462 -3.8089 2.3000
O -7.1735 -0.1079 -7.4598
C -6.9374 -0.4388 -6.3245
C -7.3288 -1.7936 -5.7828
C -6.2606 -2.7423 -6.3543
C -4.8272 -2.2804 -6.0570
C -4.2645 -1.0470 -6.7962
C -4.6804 0.3001 -6.2282
N -6.0029 0.2659 -5.5269
H -8.3588 -2.1102 -6.0288
H -7.3573 -1.7696 -4.7186
H -6.4239 -2.7847 -7.4079
H -6.3889 -3.7975 -6.0170
H -4.1829 -3.1043 -6.1736
H -4.7188 -2.1160 -4.9339
H -4.5337 -1.1999 -7.8465
H -3.1839 -1.0939 -6.6943
H -4.8154 0.9657 -7.0374
H -3.8984 0.6835 -5.5419
H -5.9485 -0.1781 -4.5962
Te 3.9173 -2.2074 -0.0922
C 3.7864 -1.3194 -2.0056
C 2.8742 -1.7911 -2.9220
C 2.8560 -1.1810 -4.1950
C 3.7664 -0.2001 -4.5613
C 4.6318 0.2702 -3.5798
C 4.6184 -0.2470 -2.3082
H 2.2701 -2.7217 -2.6505
H 2.2697 -1.7022 -4.9699
H 3.9086 0.1656 -5.5396
H 5.4616 0.8776 -3.8830
H 5.4029 0.1411 -1.6152
F -3.1085 6.7139 3.3500
C -3.0473 5.8636 4.4315
F -4.3511 5.5815 4.7344
F -2.5432 6.5023 5.4789
C -2.3279 4.5862 4.1244
C -2.0799 3.6279 5.1077
C -1.3458 2.4890 4.8326
C -0.7621 2.3499 3.5587
C -0.9706 3.3299 2.5909
C -1.7908 4.4148 2.8637
C 0.0251 1.2138 3.1440
C 0.6174 0.4172 2.4288
H -2.5228 3.7089 6.1204
H -1.1328 1.6948 5.5813
H -0.4606 3.1782 1.6169
H -1.9600 5.1566 2.1103
C -0.0828 1.0538 -1.1736
C 1.1157 1.6120 -0.3631
C 1.9203 2.6491 -1.0549
C 2.0632 0.3713 -0.0864
H -0.8390 1.8731 -1.2923
H -0.5828 0.2023 -0.6884
H 0.3115 0.6315 -2.0907
H 0.6693 1.9130 0.5651
H 2.3736 2.2813 -2.0226
H 2.7228 2.9201 -0.3437
H 1.3829 3.5726 -1.3073
H 3.1159 0.7004 -0.0246
H 1.9423 -0.2697 -0.9023

Output
HOMO (spin up / spin down)	-3.94 / -4.58	eV
multiplicity	3
max |F|	3.1	eV/Å
lowest unoccupied orbital energy (spin up / spin down)	1.81 / 1.46	eV
energy relative to the best compared isomer or geometry (same formula, charge and spin)	30.39	kcal per mole
Kohn-Sham gap (spin up / spin down)	0.2113 / 0.2220	hartree
charge	-1
DFT total energy	-10367.8879	a.u.